# 1
97
Properties=species:S:1:pos:R:3:forces:R:3 method="wB97M-V/def2-TZVPD" total_charge=0 homo_lumo_gap_ev=6.8146 homo_energy_ha=-0.2594 relative_energy_kj_mol=119.3 lumo_energy_ev=-0.2
Sr -0.179 -0.479 0.038 0.806 -0.743 -1.379
C 1.328 1.278 2.448 -0.118 -0.180 -0.258
N 0.009 0.670 2.193 -0.008 0.837 0.857
C -1.154 1.603 2.135 0.438 -0.040 -0.215
C -0.958 2.633 1.046 -0.103 -0.442 0.411
N -0.882 2.391 -0.236 0.259 0.366 0.260
C -0.665 3.648 -0.811 -0.064 -0.437 -0.303
C -0.511 3.989 -2.155 0.013 -0.028 -0.019
C -0.320 5.318 -2.466 -0.013 0.051 0.113
C -0.286 6.304 -1.463 0.008 -0.063 -0.079
C -0.439 5.983 -0.129 -0.013 -0.069 -0.006
C -0.627 4.634 0.169 0.011 0.174 0.344
N -0.803 3.950 1.365 0.013 0.165 -0.377
C 2.342 0.929 1.372 -0.290 0.001 -0.135
N 2.049 0.558 0.148 1.437 0.559 0.258
C 3.293 0.326 -0.463 -0.502 -0.075 -0.170
C 3.584 -0.119 -1.752 -0.028 -0.032 -0.061
C 4.910 -0.302 -2.086 0.067 0.032 0.114
C 5.938 -0.050 -1.159 -0.066 -0.025 -0.062
C 5.664 0.393 0.120 -0.040 0.007 -0.044
C 4.320 0.573 0.436 0.141 0.102 0.356
N 3.680 0.975 1.600 0.049 0.017 0.135
H 1.726 0.965 3.413 0.016 -0.045 0.093
H 1.234 2.364 2.483 -0.018 0.099 0.004
H -0.187 -0.080 2.850 0.040 0.107 0.019
H -1.321 2.111 3.086 0.017 0.076 0.102
H -2.047 1.015 1.911 0.031 -0.066 0.025
H -0.541 3.228 -2.926 0.000 0.021 0.043
H -0.200 5.614 -3.500 0.004 0.011 0.009
H -0.137 7.338 -1.746 -0.006 -0.014 0.012
H -0.415 6.745 0.638 -0.005 -0.023 0.008
H -0.890 4.343 2.285 -0.032 0.027 0.003
H 2.796 -0.327 -2.464 -0.015 0.006 0.022
H 5.168 -0.654 -3.077 -0.009 0.014 0.040
H 6.968 -0.210 -1.454 -0.033 0.003 0.002
H 6.456 0.580 0.834 -0.047 -0.001 -0.010
H 4.117 1.194 2.478 0.016 -0.033 -0.001
N -3.440 0.230 -2.037 -0.155 -0.043 -0.091
C -3.431 -0.160 -0.728 0.024 0.018 0.352
O -2.318 -0.400 -0.173 -2.278 0.303 -0.679
C -4.638 -0.282 -0.022 -0.383 -0.069 0.232
C -5.878 0.053 -0.647 0.437 0.001 0.429
N -6.838 0.381 -1.199 0.039 -0.088 -0.052
C -4.542 -0.617 1.364 -0.212 0.223 -0.479
N -4.425 -0.831 2.493 0.054 -0.016 -0.043
H -2.597 0.656 -2.376 0.064 -0.022 0.010
H -4.303 0.580 -2.423 -0.007 0.001 0.015
N 0.335 -2.637 0.373 0.404 -0.676 0.272
P 1.177 -3.902 0.510 -0.091 0.242 0.212
N 1.753 -4.667 -0.884 0.001 -0.037 -0.580
C 2.935 -4.033 -1.513 -0.206 -0.115 0.113
C 3.069 -4.476 -2.960 0.058 -0.049 -0.046
C 1.893 -3.975 -3.808 -0.001 0.021 -0.002
C 0.612 -3.911 -2.964 -0.009 -0.089 -0.057
C 0.657 -4.946 -1.849 0.215 0.027 0.157
N 2.650 -3.650 1.308 0.233 -0.196 0.178
C 3.433 -4.829 1.703 -0.046 0.163 -0.011
C 3.529 -4.943 3.218 -0.002 0.034 0.020
C 4.274 -3.724 3.793 -0.030 -0.029 0.011
C 4.114 -2.500 2.877 0.080 -0.001 0.008
C 2.748 -2.508 2.213 -0.040 -0.140 -0.040
N 0.438 -5.182 1.332 -0.265 -0.154 -0.096
C 0.412 -6.586 0.915 0.121 0.117 0.182
C -1.008 -7.066 0.651 -0.083 0.005 0.016
C -1.884 -6.920 1.917 0.007 0.030 -0.058
C -1.209 -6.024 2.957 -0.019 -0.031 0.035
C -0.601 -4.791 2.308 0.119 -0.080 -0.165
H 3.827 -4.306 -0.952 0.021 -0.046 0.040
H 2.874 -2.937 -1.476 -0.071 0.059 0.016
H 3.124 -5.569 -2.990 -0.026 0.026 0.011
H 4.017 -4.109 -3.358 -0.008 -0.010 -0.008
H 1.744 -4.636 -4.664 0.023 -0.030 -0.011
H 2.124 -2.989 -4.223 -0.024 -0.010 0.046
H -0.274 -4.066 -3.584 0.006 -0.009 -0.004
H 0.501 -2.937 -2.491 0.009 0.108 0.072
H 0.778 -5.950 -2.271 0.058 -0.049 -0.023
H -0.287 -4.946 -1.309 -0.032 0.052 0.051
H 4.443 -4.777 1.273 0.035 0.013 0.009
H 2.970 -5.721 1.284 -0.059 0.016 -0.025
H 4.028 -5.873 3.497 0.020 0.026 0.009
H 2.512 -4.999 3.617 0.017 0.029 -0.023
H 5.334 -3.954 3.921 0.028 0.003 -0.019
H 3.887 -3.491 4.788 -0.014 -0.002 0.015
H 4.879 -2.503 2.094 -0.023 0.002 0.027
H 4.250 -1.577 3.451 -0.008 -0.018 -0.008
H 2.579 -1.602 1.635 0.013 0.052 -0.058
H 1.971 -2.526 2.997 -0.001 -0.021 -0.010
H 0.862 -7.226 1.688 0.016 0.022 0.040
H 1.041 -6.698 0.037 -0.020 0.031 -0.074
H -0.984 -8.103 0.307 -0.012 0.009 0.022
H -1.429 -6.474 -0.164 0.000 0.006 0.010
H -2.098 -7.899 2.352 0.023 -0.001 0.018
H -2.850 -6.485 1.648 0.024 -0.012 -0.006
H -0.429 -6.578 3.488 -0.004 0.007 -0.013
H -1.932 -5.706 3.711 -0.008 -0.009 -0.013
H -0.166 -4.146 3.077 0.058 0.022 -0.004
H -1.381 -4.199 1.818 -0.032 0.020 -0.041

# 2
103
Properties=species:S:1:pos:R:3:forces:R:3 method="wB97M-V/def2-TZVPD" smiles="N[C@@H]1OC(=O)[C@@H](CC(=O)c2ccccc2)[C@@H]1CCOC=O.C[C@@H]1COC(=O)O1.C[C@@H]1COC(=O)O1.C[C@@H]1COC(=O)O1.C[C@@H]1COC(=O)O1.C[C@@H]1COC(=O)O1" total_charge=0 homo_lumo_gap_ev=8.2830 homo_energy_ha=-0.3251 relative_energy_kj_mol=1476.2 lumo_energy_ev=-0.6
N -2.537 5.233 3.316 0.225 -0.765 0.833
C -1.696 4.530 4.359 -1.103 -1.909 0.463
O -0.619 5.254 5.056 1.000 -2.961 0.258
C 0.306 4.189 5.564 2.960 0.514 4.944
O 0.916 4.275 6.753 -4.320 -0.237 -7.966
C 0.486 2.966 4.442 -2.584 1.300 0.943
C 0.369 1.411 4.952 1.427 0.204 -0.269
C 1.825 0.727 5.366 4.189 1.765 0.305
O 2.973 1.430 5.383 -7.186 -4.495 -0.307
C 1.752 -0.908 5.708 -0.471 -2.289 0.732
C 0.392 -1.390 6.532 2.169 -2.978 -0.930
C 0.122 -2.978 6.914 4.083 1.653 -2.604
C 1.295 -4.052 6.418 0.170 3.854 -0.498
C 2.658 -3.561 5.637 -2.730 2.477 0.889
C 2.928 -1.967 5.255 -4.084 -1.412 2.427
C -1.015 3.177 3.734 1.430 -0.143 0.408
C -0.740 3.051 2.122 -0.806 -1.648 -0.189
C -1.498 1.644 1.636 1.397 0.430 0.753
O -2.744 2.074 0.978 -0.913 -4.641 -0.007
C -3.534 0.861 0.691 -2.442 1.581 -5.962
O -4.191 0.813 -0.472 3.923 0.050 7.711
H -3.146 4.466 2.905 1.085 1.235 0.583
H -3.200 5.927 3.728 0.949 -0.856 -0.157
H -2.440 4.169 5.212 1.666 0.659 -1.426
H 1.407 3.248 3.775 -1.897 -0.752 1.353
H -0.044 0.785 4.024 0.948 1.235 2.153
H -0.404 1.359 5.829 1.597 -0.013 -1.631
H -0.405 -0.582 6.855 1.917 -1.881 -0.746
H -0.860 -3.326 7.483 2.443 0.858 -1.375
H 1.118 -5.192 6.655 0.578 2.580 -0.610
H 3.428 -4.392 5.326 -1.676 1.861 0.675
H 3.895 -1.600 4.691 -2.299 -0.846 1.341
H -1.641 2.315 4.258 1.013 1.619 -1.898
H 0.405 2.884 1.870 -2.434 0.582 0.773
H -1.131 3.950 1.484 0.677 -1.774 1.292
H -0.780 1.006 0.941 -1.719 1.460 0.982
H -1.748 0.933 2.557 0.438 1.600 -1.793
H -3.566 -0.026 1.473 0.312 1.978 -1.420
C -3.217 2.832 -2.743 -0.188 -0.135 0.332
C -2.392 4.095 -2.612 -1.213 -0.880 -0.607
C -1.356 4.259 -3.682 -0.287 0.135 -0.910
O -0.391 5.076 -3.045 0.295 0.083 1.131
C -0.492 4.816 -1.706 1.525 0.706 1.535
O 0.305 5.198 -0.866 -1.655 -0.847 -1.731
O -1.601 4.066 -1.435 1.142 0.652 0.165
H -3.801 2.658 -1.833 0.104 0.094 -0.255
H -3.901 2.896 -3.595 0.231 0.115 0.159
H -2.578 1.952 -2.877 -0.001 0.161 0.005
H -3.052 4.970 -2.549 0.128 -0.022 -0.103
H -1.750 4.751 -4.576 0.156 0.012 0.165
H -0.874 3.319 -3.973 -0.193 -0.049 0.101
C -8.462 3.145 -3.925 0.088 0.122 0.361
C -7.606 3.361 -5.155 -1.308 -0.112 0.735
C -7.278 2.099 -5.896 -0.708 -0.552 -0.350
O -6.067 2.439 -6.548 0.902 0.804 0.326
C -5.468 3.392 -5.772 1.866 0.661 -0.190
O -4.324 3.786 -5.923 -2.343 -0.874 0.539
O -6.319 3.839 -4.802 1.128 -0.187 -0.795
H -8.492 4.054 -3.314 -0.095 -0.093 -0.210
H -9.486 2.873 -4.202 0.188 0.081 -0.019
H -8.052 2.354 -3.288 -0.002 0.058 -0.181
H -8.071 4.107 -5.812 0.071 -0.137 -0.032
H -8.047 1.829 -6.625 0.262 0.043 -0.015
H -7.088 1.243 -5.240 -0.106 0.160 0.094
C -3.576 4.592 -8.636 -0.082 0.098 -0.097
C -3.060 4.292 -10.028 -0.591 -0.192 1.356
C -1.575 4.101 -10.098 0.412 -0.670 0.413
O -1.289 4.450 -11.441 -0.499 0.633 -0.599
C -2.258 5.337 -11.821 0.040 1.455 -2.151
O -2.230 5.990 -12.850 -0.026 -1.475 2.277
O -3.258 5.398 -10.893 0.726 0.152 -0.987
H -4.618 4.928 -8.677 0.116 -0.208 -0.007
H -3.516 3.706 -7.995 -0.012 0.250 -0.256
H -3.005 5.401 -8.166 0.013 -0.142 -0.108
H -3.599 3.435 -10.452 0.155 0.011 -0.001
H -1.274 3.071 -9.893 0.043 0.159 -0.189
H -1.016 4.776 -9.441 -0.209 -0.021 0.072
C 7.993 -3.871 1.945 0.275 0.036 0.306
C 6.759 -4.726 2.140 1.046 0.666 -1.084
C 5.477 -3.949 2.153 -0.194 0.513 -0.708
O 4.627 -4.782 2.920 0.207 -0.737 0.917
C 5.440 -5.487 3.763 -0.250 -1.134 1.331
O 5.046 -6.167 4.695 0.629 1.349 -1.737
O 6.753 -5.326 3.425 -1.317 -0.266 0.741
H 8.898 -4.450 2.155 -0.182 0.011 -0.182
H 8.048 -3.489 0.920 -0.053 -0.124 0.151
H 8.000 -3.019 2.634 -0.090 -0.076 -0.083
H 6.737 -5.531 1.395 -0.122 0.335 0.239
H 5.068 -3.797 1.150 -0.096 -0.110 0.221
H 5.557 -2.980 2.657 0.158 -0.031 -0.045
C 6.978 -11.741 3.667 0.348 -0.114 -0.141
C 6.465 -10.317 3.622 0.182 -1.284 0.650
C 5.117 -10.176 2.981 -0.752 -0.370 0.380
O 5.144 -8.839 2.515 1.005 0.637 -0.407
C 6.458 -8.539 2.284 0.624 1.574 -0.930
O 6.847 -7.539 1.704 -0.844 -2.417 1.073
O 7.277 -9.509 2.786 -0.460 1.117 -0.635
H 8.037 -11.758 3.946 -0.222 0.031 0.102
H 6.413 -12.339 4.390 0.078 0.166 -0.089
H 6.905 -12.221 2.686 -0.081 0.130 0.102
H 6.483 -9.878 4.628 -0.122 0.014 -0.131
H 4.298 -10.323 3.690 0.070 0.209 -0.160
H 4.971 -10.838 2.121 0.157 -0.071 0.118